i.
Formula: CH3N3O3
Source: OMol25
Level of theory: the ωB97M-V functional and the def2-TZVPD basis

Last column: natural (NBO) charge in e.
Geometry (Å):
O1 -2.7030 -0.4243 0.0603  -0.366
O2 -1.2305 1.1666 0.0296  -0.534
O3 1.9112 -1.3193 0.1272  -0.479
N1 -1.5416 -0.1807 0.0721  0.602
N2 -0.4865 -0.8415 0.1449  -0.571
N3 1.3001 0.9638 -0.1159  -0.850
C1 1.5710 -0.2315 -0.0217  0.942
H1 -0.6046 -1.8099 0.0713  0.366
H2 -0.1958 1.0888 -0.0467  0.479
H3 1.9797 1.5879 -0.3210  0.412

## Properties
- SMILES: [H]/N=[N+](\[O-])O.N=C=O
- LUMO level: 0.6 eV

ii.
Formula: CH3N3O3
Source: OMol25
Level of theory: the ωB97M-V functional and the def2-TZVPD basis

Last column: natural (NBO) charge in e.
Geometry (Å):
O1 -2.4715 0.9492 -0.4611  -0.384
O2 1.7046 1.2535 -0.3160  -0.568
O3 -1.8978 -1.1096 -0.2976  -0.359
N1 -1.7519 0.0469 -0.0714  0.607
N2 -0.6738 0.4246 0.6626  -0.293
N3 0.6459 -0.7069 0.2433  -0.466
C1 1.7382 0.0548 -0.1777  0.509
H1 2.4226 -0.6880 -0.5743  0.147
H2 0.5693 -1.4537 0.8153  0.401
H3 -0.2856 1.2292 0.1769  0.406

## Properties
- LUMO level: -0.5 eV

ii is the least stable structure shown above.